DFT (wB97M-V/def2-TZVPD) results for a single C23H24N2O4S molecule.

XYZ file:
```
54
Properties=species:S:1:pos:R:3:forces:R:3:nbo_charge:R:1
C -1.858 2.179 -2.437 0.031 0.080 -0.041 -0.635
C -0.587 1.885 -1.704 0.007 -0.031 -0.079 -0.027
C 0.492 1.298 -2.347 -0.140 0.091 0.101 -0.188
C 1.694 1.072 -1.694 0.373 -0.048 0.123 -0.327
C 1.835 1.441 -0.363 -0.217 0.096 0.049 0.360
O 2.972 1.310 0.392 -0.263 0.035 0.094 -0.522
C 4.152 0.805 -0.183 0.377 -0.196 -0.194 -0.054
C 4.159 -0.732 -0.281 -0.246 0.322 0.227 -0.534
C 3.766 -1.268 1.079 0.254 0.037 -0.394 0.815
O 4.442 -1.205 2.070 0.086 0.091 0.212 -0.608
O 2.539 -1.791 1.031 -0.305 -0.191 -0.333 -0.501
C 1.940 -2.172 2.273 0.141 -0.040 0.459 -0.110
C 1.187 -1.012 2.843 0.603 0.230 0.192 0.090
C 1.736 0.038 3.513 -0.245 0.042 0.085 -0.412
S 0.528 1.185 3.926 -0.253 -0.676 -0.376 0.433
C -0.655 0.161 3.147 0.633 0.475 0.524 0.094
C -2.086 0.526 3.073 -0.498 0.201 -0.220 -0.554
C -2.651 0.596 1.635 0.297 0.016 0.620 0.709
O -3.422 1.474 1.320 -0.278 0.263 -0.128 -0.615
N -2.227 -0.418 0.857 0.262 -0.448 -0.183 -0.643
C -2.574 -0.675 -0.477 -0.241 0.022 -0.378 0.139
C -3.794 -0.261 -0.997 -0.088 0.027 0.088 -0.219
C -4.131 -0.555 -2.305 0.033 -0.073 -0.044 -0.211
C -3.251 -1.265 -3.103 -0.075 0.009 -0.121 -0.229
C -2.036 -1.679 -2.583 -0.062 0.029 0.020 -0.201
C -1.677 -1.398 -1.275 -0.024 0.014 0.052 -0.025
C -0.360 -1.862 -0.729 -0.089 0.074 -0.046 -0.636
N -0.154 -0.919 2.648 -0.430 -0.281 -0.093 -0.483
C 0.750 2.016 0.296 0.298 -0.076 0.032 -0.281
C -0.440 2.234 -0.366 0.112 -0.064 -0.080 -0.197
H -2.690 2.259 -1.743 -0.102 0.004 -0.003 0.228
H -2.077 1.400 -3.163 -0.084 -0.052 -0.043 0.222
H -1.766 3.126 -2.972 -0.062 0.060 -0.066 0.215
H 0.399 1.011 -3.384 -0.021 -0.045 -0.120 0.210
H 2.507 0.622 -2.243 0.099 -0.057 -0.017 0.212
H 4.338 1.251 -1.167 -0.002 -0.024 0.107 0.183
H 4.945 1.116 0.504 -0.068 -0.050 -0.166 0.207
H 5.164 -1.065 -0.536 -0.006 -0.031 0.024 0.240
H 3.440 -1.087 -1.018 0.093 0.007 -0.034 0.230
H 2.725 -2.500 2.962 -0.181 -0.025 -0.148 0.222
H 1.256 -2.989 2.042 0.093 0.100 0.037 0.214
H 2.764 0.193 3.771 0.269 -0.023 0.030 0.261
H -2.684 -0.229 3.593 0.053 0.069 0.059 0.254
H -2.261 1.492 3.547 -0.095 -0.084 -0.103 0.249
H -1.477 -0.987 1.243 -0.121 0.101 0.024 0.444
H -4.472 0.296 -0.372 -0.030 0.034 0.038 0.242
H -5.081 -0.229 -2.699 -0.089 0.036 -0.025 0.214
H -3.508 -1.498 -4.126 -0.021 -0.020 -0.088 0.212
H -1.350 -2.232 -3.208 0.091 -0.058 -0.032 0.207
H 0.209 -1.030 -0.317 0.102 0.059 0.076 0.231
H 0.232 -2.324 -1.515 0.069 -0.036 -0.025 0.220
H -0.506 -2.601 0.060 0.069 -0.074 0.121 0.211
H 0.875 2.309 1.326 0.021 0.023 0.113 0.219
H -1.268 2.688 0.158 -0.130 0.055 0.072 0.224
```
Forces are in eV/Å.

The multiplicity is 1. Its molar mass is 424.522 g mol⁻¹. The energy above the lowest of the compared OMol25 structures with the same formula, charge and spin is 0.0 kJ/mol.